Below is 2 unconnected molecules or ions with the total composition C5H14NO2, with properties calculated with ωB97M-V with the def2-TZVPD basis set.

```
22
Properties=species:S:1:pos:R:3
C -1.279 0.674 0.388
H -0.858 -0.779 -1.156
C -0.380 0.087 -0.702
H -1.152 0.263 1.395
H 1.317 1.876 0.166
H 1.626 -0.862 -2.194
H 1.359 -2.223 -1.119
H -0.960 0.970 -2.537
C 0.992 -0.324 -0.172
O -2.046 1.555 0.121
H -1.419 -1.875 3.400
H 0.654 1.136 -2.181
H 0.747 -0.950 0.682
C 1.794 0.890 0.323
H 1.999 0.887 1.388
C 1.750 -1.213 -1.168
H 2.806 -1.217 -0.923
O -0.881 -2.255 2.697
N -0.294 1.138 -1.787
H -0.238 -2.784 3.180
H -0.414 2.060 -1.360
H 2.765 0.987 -0.169
```

Summary:
- highest occupied orbital energy (Eh) = -0.536
- charge = +1
- Kohn-Sham gap (eV) = 11.0


Below is a molecular structure, C29H30FMnN5O5, with properties calculated with ωB97M-V with the def2-TZVPD basis set.

```
71
Properties=species:S:1:pos:R:3
C -2.201 5.432 -4.567
C 2.146 2.415 -5.597
C -1.914 2.016 -2.993
C -1.960 0.517 7.271
O -1.151 6.155 -5.155
H 1.975 3.422 -5.950
N 0.204 -3.322 1.506
N -1.478 -0.614 5.151
C -1.123 -0.744 3.812
H 1.184 -6.488 2.381
C 1.368 -4.528 3.437
H -2.615 5.939 -3.688
C -0.431 3.652 -4.594
H 4.994 2.890 -6.354
H 3.518 3.153 -8.653
H -2.727 1.122 5.376
H 4.754 1.676 -7.603
H -2.461 1.337 -2.353
C 3.454 0.410 -5.638
F -1.691 1.513 3.281
H 2.079 -3.713 3.450
C -1.219 0.324 2.879
H 0.152 4.298 -5.232
H 2.638 -1.180 -4.427
C -2.429 3.242 -3.341
H -2.950 0.170 7.558
N 1.486 0.526 -4.318
C 0.418 -2.447 -0.707
H 4.292 -0.177 -5.990
C 0.516 -3.463 0.225
H -1.481 6.984 -5.515
H -3.148 -1.558 6.011
C -0.276 -2.105 1.976
H -2.052 -2.341 7.967
H -3.029 5.264 -5.267
H -0.695 -4.868 2.640
N -0.711 1.601 -3.419
H -3.407 3.532 -2.981
Mn 0.215 -0.138 -2.937
C 1.272 1.799 -4.735
H 0.853 -4.438 -0.099
H -1.984 -2.657 5.323
C 0.019 2.404 -4.229
O 1.115 -3.928 -2.392
C 3.265 1.721 -6.060
H -1.761 1.452 7.788
C -0.628 -1.944 3.319
C 2.549 -0.158 -4.769
C -1.803 0.686 5.759
N -0.990 -0.525 7.744
C -0.404 -1.033 1.076
C 0.285 -4.477 2.398
C -0.071 -1.204 -0.306
O -0.246 -0.195 -1.124
C -0.879 0.193 1.570
C -1.678 4.091 -4.151
O 0.870 -1.807 -2.994
H -0.998 1.040 0.909
C 0.826 -2.803 -2.105
C 1.417 -5.442 2.250
H 2.181 -5.239 1.512
C -2.076 -1.729 5.878
H -0.933 -0.532 8.764
O 3.594 3.415 -7.731
H -0.993 1.384 5.555
H -0.476 -2.486 7.168
C 4.236 2.412 -6.985
H -0.480 -2.776 3.988
C -1.385 -1.893 7.233
H -0.057 -0.291 7.400
H 1.118 -4.943 4.403
```

Summary:
- 2S+1 = 5
- highest occupied orbital energy (spin up / spin down) (Eh) = -0.590 / -0.589
- charge = +3
- Kohn-Sham gap (spin up / spin down) (eV) = 7.2 / 7.6


Please write out number 1 again, unchanged.
Below is 2 unconnected molecules or ions with the total composition C5H14NO2, with properties calculated with ωB97M-V with the def2-TZVPD basis set.

```
22
Properties=species:S:1:pos:R:3
C -1.279 0.674 0.388
H -0.858 -0.779 -1.156
C -0.380 0.087 -0.702
H -1.152 0.263 1.395
H 1.317 1.876 0.166
H 1.626 -0.862 -2.194
H 1.359 -2.223 -1.119
H -0.960 0.970 -2.537
C 0.992 -0.324 -0.172
O -2.046 1.555 0.121
H -1.419 -1.875 3.400
H 0.654 1.136 -2.181
H 0.747 -0.950 0.682
C 1.794 0.890 0.323
H 1.999 0.887 1.388
C 1.750 -1.213 -1.168
H 2.806 -1.217 -0.923
O -0.881 -2.255 2.697
N -0.294 1.138 -1.787
H -0.238 -2.784 3.180
H -0.414 2.060 -1.360
H 2.765 0.987 -0.169
```

Summary:
- highest occupied orbital energy (Eh) = -0.536
- charge = +1
- Kohn-Sham gap (eV) = 11.0


- What is the formula in the first record?
  C5H14NO2


Please write out number 2 again, unchanged.
Below is a molecular structure, C29H30FMnN5O5, with properties calculated with ωB97M-V with the def2-TZVPD basis set.

```
71
Properties=species:S:1:pos:R:3
C -2.201 5.432 -4.567
C 2.146 2.415 -5.597
C -1.914 2.016 -2.993
C -1.960 0.517 7.271
O -1.151 6.155 -5.155
H 1.975 3.422 -5.950
N 0.204 -3.322 1.506
N -1.478 -0.614 5.151
C -1.123 -0.744 3.812
H 1.184 -6.488 2.381
C 1.368 -4.528 3.437
H -2.615 5.939 -3.688
C -0.431 3.652 -4.594
H 4.994 2.890 -6.354
H 3.518 3.153 -8.653
H -2.727 1.122 5.376
H 4.754 1.676 -7.603
H -2.461 1.337 -2.353
C 3.454 0.410 -5.638
F -1.691 1.513 3.281
H 2.079 -3.713 3.450
C -1.219 0.324 2.879
H 0.152 4.298 -5.232
H 2.638 -1.180 -4.427
C -2.429 3.242 -3.341
H -2.950 0.170 7.558
N 1.486 0.526 -4.318
C 0.418 -2.447 -0.707
H 4.292 -0.177 -5.990
C 0.516 -3.463 0.225
H -1.481 6.984 -5.515
H -3.148 -1.558 6.011
C -0.276 -2.105 1.976
H -2.052 -2.341 7.967
H -3.029 5.264 -5.267
H -0.695 -4.868 2.640
N -0.711 1.601 -3.419
H -3.407 3.532 -2.981
Mn 0.215 -0.138 -2.937
C 1.272 1.799 -4.735
H 0.853 -4.438 -0.099
H -1.984 -2.657 5.323
C 0.019 2.404 -4.229
O 1.115 -3.928 -2.392
C 3.265 1.721 -6.060
H -1.761 1.452 7.788
C -0.628 -1.944 3.319
C 2.549 -0.158 -4.769
C -1.803 0.686 5.759
N -0.990 -0.525 7.744
C -0.404 -1.033 1.076
C 0.285 -4.477 2.398
C -0.071 -1.204 -0.306
O -0.246 -0.195 -1.124
C -0.879 0.193 1.570
C -1.678 4.091 -4.151
O 0.870 -1.807 -2.994
H -0.998 1.040 0.909
C 0.826 -2.803 -2.105
C 1.417 -5.442 2.250
H 2.181 -5.239 1.512
C -2.076 -1.729 5.878
H -0.933 -0.532 8.764
O 3.594 3.415 -7.731
H -0.993 1.384 5.555
H -0.476 -2.486 7.168
C 4.236 2.412 -6.985
H -0.480 -2.776 3.988
C -1.385 -1.893 7.233
H -0.057 -0.291 7.400
H 1.118 -4.943 4.403
```

Summary:
- 2S+1 = 5
- highest occupied orbital energy (spin up / spin down) (Eh) = -0.590 / -0.589
- charge = +3
- Kohn-Sham gap (spin up / spin down) (eV) = 7.2 / 7.6